Entry 1:
# C37H42N4OPRhS

C37H42N4OPRhS as an isolated structure (wB97M-V/def2-TZVPD, OMol25).

Each line ends with the Mulliken charge.
Positions of all 87 atoms, in Å:
Rh  -0.171  -0.226  -0.188  0.50
C  -3.426  0.892  -1.984  -1.80
C  -3.220  1.192  -0.500  1.45
C  -4.469  1.811  0.124  -1.68
C  -2.025  2.114  -0.266  -0.07
C  -2.158  3.462  -0.970  -0.64
O  -0.903  3.619  -1.670  -0.43
C  -0.183  2.522  -1.519  0.62
N  -0.714  1.591  -0.792  0.31
C  1.128  2.595  -2.185  0.40
C  1.409  3.739  -2.931  -0.80
C  2.651  3.903  -3.523  -0.85
C  3.627  2.933  -3.372  -0.77
C  3.359  1.792  -2.629  -1.22
C  2.107  1.604  -2.052  0.30
P  1.815  0.092  -1.142  2.18
C  1.133  -1.102  -2.348  0.55
C  0.618  -0.726  -3.589  -0.53
C  0.202  -1.688  -4.500  -0.83
C  0.307  -3.033  -4.181  -0.70
C  0.787  -3.423  -2.935  -0.93
C  1.197  -2.467  -2.025  -0.67
C  3.379  -0.534  -0.553  0.47
C  3.875  0.019  0.632  -0.36
C  5.125  -0.352  1.100  -0.86
C  5.879  -1.274  0.385  -0.56
C  5.391  -1.821  -0.795  -0.86
C  4.141  -1.457  -1.271  -0.02
H  -4.240  0.176  -2.114  0.42
H  -2.518  0.498  -2.455  0.26
H  -3.710  1.779  -2.554  0.45
H  -3.014  0.258  0.028  -0.48
H  -4.753  2.744  -0.369  0.34
H  -4.322  2.021  1.186  0.40
H  -5.316  1.130  0.038  0.46
H  -1.890  2.255  0.801  -0.04
H  -2.274  4.307  -0.298  0.30
H  -2.944  3.487  -1.718  0.34
H  0.661  4.509  -3.037  0.58
H  2.857  4.801  -4.090  0.44
H  4.601  3.059  -3.825  0.48
H  4.130  1.042  -2.513  0.48
H  0.579  0.321  -3.871  0.46
H  -0.163  -1.382  -5.472  0.49
H  0.031  -3.784  -4.910  0.55
H  0.869  -4.474  -2.685  0.51
H  1.603  -2.784  -1.072  0.65
H  3.290  0.742  1.190  0.42
H  5.508  0.075  2.017  0.45
H  6.855  -1.566  0.749  0.43
H  5.989  -2.531  -1.351  0.46
H  3.782  -1.876  -2.201  0.51
C  0.306  0.188  1.773  -1.77
C  -0.794  -0.035  2.748  0.80
C  -0.933  -1.289  3.342  -0.05
C  -1.936  -1.531  4.266  -0.85
C  -2.808  -0.505  4.611  0.44
C  -2.656  0.766  4.062  -0.92
C  -1.646  0.994  3.145  -0.35
C  -3.866  -0.756  5.563  -0.18
N  -4.713  -0.949  6.314  -0.43
H  1.116  -0.536  1.884  0.71
H  0.670  1.212  1.762  0.64
H  -0.247  -2.086  3.082  0.51
H  -2.042  -2.504  4.725  0.54
H  -3.310  1.567  4.377  0.55
H  -1.492  1.999  2.774  0.53
C  -3.165  -3.894  -3.895  -0.94
C  -3.787  -3.063  -2.785  -0.85
N  -2.825  -2.441  -1.867  0.36
C  -2.295  -3.023  -0.797  0.49
S  -1.498  -2.094  0.449  -0.39
N  -2.491  -4.318  -0.602  -0.03
C  -2.045  -5.122  0.547  -0.64
C  -0.762  -5.872  0.241  -0.86
H  -3.951  -4.361  -4.488  0.45
H  -2.518  -4.687  -3.513  0.28
H  -2.572  -3.265  -4.555  0.22
H  -4.487  -3.653  -2.187  0.48
H  -4.371  -2.248  -3.209  0.36
H  -2.627  -1.459  -1.969  -0.42
H  -2.972  -4.821  -1.333  0.23
H  -2.862  -5.801  0.786  0.44
H  -1.921  -4.451  1.392  0.27
H  -0.881  -6.530  -0.622  0.34
H  -0.478  -6.490  1.092  0.41
H  0.051  -5.172  0.039  0.10

Results
total charge = +2
LUMO energy (alpha / beta) = -6.66 / -6.66 eV
spin multiplicity = 1
frontier orbital gap (alpha / beta) = 0.253 / 0.253 hartree
relative energy (zero: lowest compared OMol25 entry of this formula, charge and spin) = 1.7 kcal/mol

---

Entry 2:
# C37H42N4P2PdS

C37H42N4P2PdS as an isolated structure (wB97M-V/def2-TZVPD, OMol25).

Each line ends with the Mulliken charge.
Positions of all 87 atoms, in Å:
Pd  0.911  1.449  -1.450  -1.85
C  -1.898  0.538  -0.252  -2.92
N  -1.572  -0.342  0.855  2.11
C  -0.243  -0.953  0.976  -3.62
P  1.291  0.021  0.451  2.57
C  2.394  -0.025  1.989  0.49
C  2.694  -1.259  2.578  -0.50
C  3.595  -1.363  3.632  -0.73
C  4.274  -0.236  4.089  -0.50
C  4.008  0.993  3.498  -0.91
C  3.064  1.093  2.481  0.10
C  0.172  1.644  1.844  0.98
C  -0.161  1.406  3.191  -0.68
C  -0.853  2.315  3.986  -0.67
C  -1.233  3.550  3.467  -0.56
C  -0.920  3.836  2.143  -0.80
C  -0.244  2.891  1.364  -0.57
C  -2.550  -0.643  1.764  0.42
C  -3.694  0.168  1.921  -0.20
C  -4.682  -0.153  2.838  -0.79
C  -4.584  -1.283  3.642  -0.55
C  -3.457  -2.088  3.503  -0.70
C  -2.463  -1.787  2.587  -0.46
P  -0.992  0.097  -1.840  1.29
C  -1.386  -1.702  -1.890  0.22
C  -0.389  -2.621  -2.204  -0.24
C  -0.672  -3.984  -2.235  -0.54
C  -1.946  -4.438  -1.926  -0.48
C  -2.943  -3.526  -1.592  -0.79
C  -2.665  -2.167  -1.584  -0.02
C  -2.237  0.702  -3.054  0.78
C  -2.687  2.020  -2.958  -0.46
C  -3.553  2.547  -3.906  -0.74
C  -3.961  1.779  -4.988  -0.50
C  -3.489  0.480  -5.115  -0.67
C  -2.632  -0.052  -4.158  -0.53
H  -1.635  1.574  -0.029  0.14
H  -2.970  0.494  -0.448  1.31
H  -0.189  -1.901  0.445  1.19
H  -0.067  -1.151  2.034  1.05
H  2.234  -2.146  2.154  0.37
H  3.798  -2.332  4.078  0.33
H  5.001  -0.318  4.891  0.33
H  4.531  1.880  3.840  0.37
H  2.829  2.068  2.065  0.42
H  0.138  0.461  3.652  0.14
H  -1.098  2.065  5.017  0.35
H  -1.760  4.271  4.084  0.32
H  -1.206  4.792  1.711  0.41
H  -0.046  3.143  0.324  0.19
H  -3.783  1.084  1.353  0.45
H  -5.538  0.506  2.937  0.36
H  -5.355  -1.523  4.364  0.36
H  -3.353  -2.978  4.114  0.36
H  -1.615  -2.451  2.483  0.40
H  0.621  -2.259  -2.339  0.13
H  0.115  -4.688  -2.479  0.36
H  -2.161  -5.501  -1.928  0.32
H  -3.932  -3.877  -1.321  0.38
H  -3.453  -1.466  -1.331  0.29
H  -2.331  2.642  -2.144  0.38
H  -3.899  3.570  -3.809  0.38
H  -4.633  2.193  -5.730  0.35
H  -3.787  -0.123  -5.966  0.38
H  -2.275  -1.070  -4.262  0.36
N  3.444  2.468  -2.482  -0.76
C  2.355  2.919  -1.666  0.07
N  2.861  3.594  -0.501  -0.76
S  1.000  3.605  -2.550  -0.33
H  4.042  1.817  -1.990  0.36
H  3.081  2.037  -3.316  0.32
H  3.401  2.949  0.061  0.41
H  2.083  3.917  0.056  0.35
C  4.276  -0.470  -0.514  -1.65
C  3.131  -1.338  -1.097  1.61
C  3.668  -2.775  -1.180  -1.79
C  2.864  -0.858  -2.555  -0.76
N  1.935  -1.350  -0.293  -0.24
H  5.181  -0.507  -1.135  0.51
H  4.524  -0.818  0.492  0.23
H  3.943  0.568  -0.422  0.03
H  4.490  -2.854  -1.909  0.42
H  2.859  -3.448  -1.481  0.19
H  4.032  -3.095  -0.198  0.36
H  3.782  -0.534  -3.065  0.48
H  2.150  -0.029  -2.512  -0.53
H  2.419  -1.662  -3.152  0.31

Results
total charge = -2
LUMO energy = 4.44 eV
spin multiplicity = 1
frontier orbital gap = 0.160 hartree
relative energy (zero: lowest compared OMol25 entry of this formula, charge and spin) = 0.0 kcal/mol

---

> relative energy (zero: lowest compared OMol25 entry of this formula, charge and spin) of number 1 (C37H42N4OPRhS)?

1.7 kcal/mol